[1]
An isolated molecule of C3H10N2O in a non-equilibrium geometry. Source: the OMol25 dataset; level of theory: ωB97M-V/def2-TZVPD.

Computed properties:
Orbital gap (eV): 9.76
Multiplicity: 1
Structure (SMILES): NCNCCO
ΔE to the lowest compared entry with this formula, charge and spin (eV): 2.332
Charge: 0
HOMO energy (eV): -8.8757

Cartesian coordinates (Å):
N: -1.793 -1.036 1.627
O: 2.275 1.006 -1.126
H: -0.407 -0.996 -1.132
H: -1.513 0.998 1.976
H: 0.078 0.122 2.005
H: -1.140 1.471 -0.262
H: -1.876 -1.273 0.672
H: 0.918 -0.721 0.080
N: -0.498 0.735 0.111
C: 0.230 -0.207 -0.689
H: 0.583 0.847 -2.491
H: -1.204 -1.783 1.941
H: 2.344 0.739 -0.173
C: 1.217 0.326 -1.723
H: 1.722 -0.510 -2.248
C: -0.936 0.281 1.432

Forces on atoms 1 to 2 (eV/Å):
N 1.19 2.30 -0.66
O 0.39 1.09 1.23

Mulliken population analysis, charges in e, atoms 1 to 4:
1 N -0.667
2 O -0.513
3 H 0.182
4 H 0.359

[2]
A cluster of 12 separate species, C52H110N2O30 in total in a non-equilibrium geometry. Source: the OMol25 dataset; level of theory: ωB97M-V/def2-TZVPD.

Computed properties:
Orbital gap (eV): 8.55
Multiplicity: 1
Structure (SMILES): CCOC(=O)OC.CCOC(=O)OC.CCOC(=O)OC.CCOC(=O)OC.CCOC(=O)OC.CCOC(=O)OC.CCOC(=O)OC.CCOC(=O)OC.CCOC(=O)OC.CCOC(=O)OC.CCN(CC)CC.CCN(CC)CC
Charge: 0
HOMO energy (eV): -8.0768

Cartesian coordinates (Å):
O: 3.603 -7.084 0.302
C: -5.283 1.724 3.320
O: 2.367 2.275 5.817
H: -1.461 -0.391 5.689
C: -1.054 5.426 2.037
O: -1.672 4.231 -3.464
C: 4.221 5.127 6.087
O: 0.210 0.263 0.077
H: -0.221 -3.048 2.416
H: -0.989 -6.024 -5.188
H: -5.603 5.522 2.181
C: -3.765 -2.125 -0.322
C: -0.271 -2.017 2.557
H: -3.205 -0.533 -2.376
H: -4.718 -5.087 -4.829
H: -5.191 3.762 -0.280
H: 1.644 -6.403 -1.545
C: 1.251 5.269 2.020
H: 2.472 -0.199 0.137
H: 0.250 0.941 3.535
C: 6.204 -6.591 0.622
C: -1.625 1.940 -1.065
H: 2.094 5.253 2.745
H: -8.293 2.760 -6.709
C: 5.688 1.123 3.011
H: -8.365 1.026 -6.029
H: 6.171 -1.699 0.203
H: -3.389 4.710 1.266
H: -3.099 -1.054 -3.985
H: -4.756 3.238 5.857
H: -0.178 -1.695 7.746
H: -1.457 -5.337 -2.860
H: 0.177 -2.343 6.057
H: -3.367 6.429 1.341
O: 1.001 -6.019 -4.478
H: 6.326 1.293 -4.640
C: 2.500 -2.943 -5.163
C: -1.392 -1.423 -2.774
H: 1.778 -5.277 -0.136
H: -0.986 -0.455 -2.912
O: 4.418 -1.769 1.358
H: -4.326 4.049 -2.474
C: 0.179 1.543 -4.899
H: -4.998 -4.927 -3.019
H: 4.784 1.721 2.976
H: -6.302 3.017 1.860
H: 7.680 -4.030 -2.720
C: 7.572 -5.912 0.719
C: -2.912 -1.397 -2.978
H: 2.514 4.139 -1.984
H: -3.473 4.289 5.498
C: 6.769 -3.552 -2.537
C: 0.769 4.965 -2.887
H: 7.451 -4.881 1.040
H: -5.230 0.630 3.526
H: 5.940 -4.224 -2.689
H: -9.003 2.485 -5.191
C: -3.485 5.568 1.935
C: -3.715 3.243 5.720
O: 0.124 -3.950 -4.664
C: -1.082 -6.318 -3.060
C: -3.287 2.307 4.631
H: -2.268 2.735 2.162
H: -2.068 0.951 -0.998
H: 1.736 -2.345 -4.615
H: 6.290 -7.652 0.315
C: 1.047 -4.699 -4.707
H: 3.552 0.021 -1.203
C: 4.080 0.948 -4.657
H: -5.233 2.239 -1.121
H: -0.986 -3.084 7.102
C: -3.479 -3.606 -3.852
N: -3.689 -2.603 -2.702
O: -0.290 1.810 -1.551
O: -2.546 -2.128 5.265
C: -0.776 3.477 -3.810
H: -2.091 2.579 -1.802
H: 1.594 0.453 5.772
H: -1.901 0.474 3.189
C: -2.027 -2.268 4.006
H: -3.320 1.234 4.995
H: -2.470 -3.534 -1.238
C: -4.696 5.498 2.754
C: -3.468 -3.162 -1.357
C: 2.090 -5.493 -1.176
H: 3.480 -2.723 -4.838
H: 3.441 5.840 5.905
C: -0.592 -2.079 6.821
O: 3.624 3.891 6.383
H: 0.602 -1.404 2.509
H: -0.351 -7.553 -4.714
H: -5.603 -3.762 -4.201
H: -4.805 4.596 3.311
O: 6.022 -0.582 -4.169
H: -4.176 -3.967 -1.111
H: 3.831 2.034 -4.715
C: 2.492 -0.193 -0.969
H: -0.118 0.503 -4.783
H: 6.212 -2.809 1.731
H: -3.119 -1.266 -0.371
O: -2.144 5.441 2.726
O: -2.618 -2.918 3.187
H: 1.027 1.655 -4.193
H: -3.699 -2.573 0.688
C: 1.852 1.236 5.016
H: 1.749 -4.736 -1.844
C: -2.619 0.643 2.329
C: 4.397 -0.637 2.062
C: -3.151 2.089 2.213
H: 4.035 0.565 -5.694
H: -2.241 2.478 4.399
H: -7.206 1.571 2.286
H: -4.751 6.337 3.441
O: 0.035 5.136 2.814
H: 1.304 6.305 1.551
H: -3.167 3.028 6.659
O: 3.252 3.567 4.176
H: -6.788 3.142 -0.792
H: -0.987 -2.067 -3.533
O: 6.656 -2.488 -3.432
O: 5.688 -1.083 -2.028
C: -6.190 1.962 2.137
O: 1.677 0.815 -1.571
O: 5.405 -5.879 -0.326
H: -0.413 -6.549 -2.214
O: -0.980 2.332 -4.461
H: 0.437 1.879 -5.903
H: 5.388 -3.287 0.309
H: -2.543 -1.185 7.004
O: 3.306 -0.211 2.439
H: -1.153 -1.801 -1.764
C: 2.165 -1.626 -1.440
O: 5.578 -0.048 2.125
H: 6.441 1.645 2.462
H: -1.905 -6.970 -2.961
H: 6.219 1.294 5.044
H: 3.318 0.525 -3.997
C: 4.105 -6.179 -0.347
H: 2.680 0.934 4.304
H: 1.306 4.501 1.247
H: -3.282 -2.991 -4.700
H: 4.735 5.350 7.011
H: 5.703 -6.581 1.590
O: -5.660 3.054 -3.574
C: 0.490 0.903 -0.923
H: -2.690 -4.328 -3.714
H: -4.814 -1.823 -0.392
H: -1.007 -1.737 1.810
H: -1.568 2.474 -0.121
O: -7.869 3.276 -3.349
H: 1.226 -1.988 -0.980
H: 8.039 -5.941 -0.230
C: -5.412 3.899 -2.394
H: 2.921 -2.401 -1.229
C: -1.823 -1.278 6.232
C: -4.757 -4.387 -3.973
H: 2.882 5.106 -3.472
H: 5.573 1.120 -3.035
C: -8.189 2.112 -5.827
C: 5.541 0.816 -4.064
N: -3.965 2.436 3.344
O: 3.540 -5.435 -1.279
H: -5.778 1.568 1.214
O: -1.018 5.593 0.833
H: 8.157 -6.440 1.492
H: 0.484 5.808 -3.513
H: -5.856 2.143 4.168
O: -6.964 2.450 -5.223
H: 6.634 -3.196 -1.517
O: 0.550 3.757 -3.695
H: -3.451 -0.027 2.430
H: -5.894 4.868 -2.551
H: 2.367 5.893 -1.940
H: 6.587 -0.377 4.425
C: 0.668 1.699 4.204
H: 4.903 0.212 4.736
C: 3.136 3.261 5.334
O: -0.847 -1.803 3.870
H: 4.918 5.118 5.249
C: 2.234 5.023 -2.577
H: -3.716 2.299 1.301
H: 1.920 -1.661 -2.507
O: 2.319 -4.351 -5.008
C: -5.755 3.211 -1.070
H: -2.106 0.449 1.407
H: 2.317 -2.640 -6.175
H: 0.138 4.895 -2.015
C: 5.620 -2.401 0.882
C: -6.924 2.950 -3.994
H: -0.077 2.022 4.962
H: 0.790 2.608 3.608
C: 5.909 0.518 4.382
C: -0.409 -6.514 -4.442
C: 6.047 -1.368 -3.109

Forces on atoms 1 to 2 (eV/Å):
O 0.22 1.51 -0.58
C -0.24 0.64 1.44

Mulliken population analysis, charges in e, atoms 1 to 4:
1 O -0.604
2 C -0.448
3 O -0.399
4 H -0.250

[3]
A cluster of 2 separate species, CH3BrNO2S in total in a non-equilibrium geometry. Source: the OMol25 dataset; level of theory: ωB97M-V/def2-TZVPD.

Computed properties:
Orbital gap (alpha / beta) (eV): 7.34 / 7.34
Multiplicity: 1
ΔE to the lowest compared entry with this formula, charge and spin (eV): 3.320
Charge: -1
HOMO energy (alpha / beta) (eV): -4.9431 / -4.9373

Cartesian coordinates (Å):
H: -0.373 0.011 -1.688
C: -1.185 -0.016 -0.894
O: -0.380 -0.822 1.633
S: -0.064 -0.229 0.378
H: 1.237 1.317 1.262
O: 1.173 -0.690 -0.278
Br: -1.393 -2.836 -0.966
N: 0.360 1.466 0.745
H: 0.626 1.800 -0.193

Forces on atoms 1 to 2 (eV/Å):
H -1.13 -0.19 0.40
C -1.30 -0.87 -1.31

Mulliken population analysis, charges in e, atoms 1 to 4:
1 H 0.326
2 C -0.533
3 O -0.593
4 S 0.929

[4]
A cluster of 7 separate species, C31H76BFN2O21PS6 in total in a non-equilibrium geometry. Source: the OMol25 dataset; level of theory: ωB97M-V/def2-TZVPD.

Computed properties:
Orbital gap (eV): 8.78
Multiplicity: 1
Charge: +1
HOMO energy (eV): -11.2661

Cartesian coordinates (Å):
H: 4.829 -3.247 -1.419
H: 3.397 0.754 -5.888
C: 2.383 0.728 8.040
N: -0.761 2.762 -4.196
C: 5.812 -4.381 0.119
O: -1.813 5.268 6.688
H: 8.551 -7.283 -4.860
H: 5.898 -2.287 -0.377
O: 0.863 -1.495 -4.959
C: -1.373 0.719 -2.436
H: 7.286 -6.222 -4.240
C: 8.067 -6.316 -4.993
C: -2.132 4.569 1.340
C: -0.987 2.150 -1.933
H: 4.242 1.174 7.065
H: 7.164 -1.720 -5.831
C: -6.050 0.465 -0.200
H: -13.810 -1.318 -1.017
H: -4.056 0.861 -1.572
O: -0.078 -2.130 -2.238
H: 2.893 -5.110 -4.226
O: -1.346 3.121 -2.963
H: 7.025 -5.297 3.894
H: 7.337 -3.531 3.833
H: -8.545 0.213 -2.932
H: 0.193 5.038 -0.967
O: 3.217 -0.092 5.867
H: 6.806 -1.049 -4.217
H: -0.594 0.319 -3.076
H: 1.658 1.096 -5.686
H: -3.039 7.459 5.453
H: -14.146 0.377 -0.535
H: -6.647 0.236 0.683
H: -9.139 -0.591 -1.483
H: 1.327 0.607 7.805
B: -0.585 -1.456 -1.137
H: 2.083 -2.245 0.420
H: 9.881 -5.348 -5.608
H: -4.965 1.787 1.031
C: -1.723 -0.338 -1.334
C: -1.613 2.560 -0.605
H: -5.369 -0.380 -0.346
C: -1.870 2.979 5.655
H: 1.643 -3.868 -4.171
O: 6.402 -4.233 1.432
H: 0.932 3.170 -1.583
O: 3.237 -1.958 -5.468
H: 4.491 -3.531 -5.225
O: 0.941 -1.043 5.862
C: -13.589 -0.527 -0.306
H: -1.136 4.317 1.722
H: -2.011 2.411 4.738
C: 1.442 -1.370 0.387
O: 1.529 0.813 4.321
N: -2.709 1.662 -0.148
P: -2.178 4.361 -0.495
H: -9.700 -1.127 -3.058
O: -3.183 4.992 4.653
C: -3.976 1.740 -0.935
O: -11.583 1.022 0.363
H: -0.863 6.342 -0.475
O: -11.786 0.155 -1.929
H: -10.794 1.105 -3.417
C: -2.784 7.532 6.509
H: 1.552 -0.793 1.302
C: -9.417 -0.249 -2.477
C: -10.562 0.742 -2.418
C: -2.159 0.277 -0.004
C: 2.593 -1.544 3.904
H: -3.995 2.604 -1.593
H: 1.685 -0.756 -0.482
H: 2.720 -0.192 8.518
H: -10.306 1.610 -1.808
H: -0.909 2.742 6.102
S: -11.867 -0.175 -0.371
S: 2.188 -0.965 -4.830
C: 5.178 -3.106 -0.396
H: 0.814 1.550 -0.886
H: -13.804 -0.862 0.707
H: 1.053 1.732 -2.608
S: -1.903 4.683 5.217
O: 8.266 -3.168 -2.830
H: -2.581 8.579 6.736
C: -1.573 6.687 6.848
C: 9.091 -5.205 -4.875
O: 6.280 -3.829 -4.169
H: -2.822 3.882 1.835
O: -0.232 3.679 -4.677
S: 1.898 -0.385 5.026
H: -0.702 6.977 6.259
H: 0.648 -1.688 -2.707
H: 6.051 -4.175 4.888
H: -0.828 2.464 0.146
H: 7.585 -6.291 -5.971
C: -0.041 -1.870 0.278
H: 3.336 -1.052 3.287
H: 3.033 -2.361 4.465
C: -5.231 1.746 -0.032
O: 8.541 -3.897 -5.164
S: 7.584 -3.233 -4.087
H: -2.343 5.604 1.594
H: 2.215 -4.447 -5.728
H: 8.502 -1.179 -4.767
H: 4.329 -2.803 0.214
H: 9.558 -5.194 -3.889
H: -2.685 2.780 6.347
C: -0.813 5.436 -1.084
O: -0.704 5.018 4.506
H: -0.662 -1.512 1.102
S: 5.398 -4.136 2.660
O: 4.835 -2.817 2.716
C: 3.200 1.013 6.796
H: -2.921 -0.338 0.474
H: 6.630 -4.674 -0.537
H: 1.774 -1.916 3.292
F: -6.864 0.580 -1.308
H: -1.300 0.369 0.661
O: -11.133 -1.374 -0.103
C: 6.583 -4.306 3.948
O: 2.654 -0.557 -3.528
H: -1.313 6.813 7.897
C: 7.514 -1.629 -4.806
H: 3.918 -2.875 -3.713
H: 2.197 -0.011 -6.978
C: 2.527 -4.206 -4.712
H: -2.937 1.970 0.798
O: 4.533 -5.276 2.637
C: 3.617 -3.153 -4.722
C: 0.544 2.165 -1.748
H: 2.853 1.913 6.286
H: 2.481 1.552 8.747
C: 2.391 0.353 -5.973
H: -1.025 5.727 -2.109
H: -2.586 -0.896 -1.716
H: -0.067 -2.962 0.321
H: -5.853 2.612 -0.246
H: -2.249 0.826 -3.078
H: 5.097 -5.205 0.137
H: -3.652 7.206 7.080

Forces on atoms 1 to 2 (eV/Å):
H 0.11 -0.09 -0.02
H 0.00 -0.03 0.03

Mulliken population analysis, charges in e, atoms 1 to 4:
1 H -0.145
2 H 0.355
3 C -0.982
4 N 0.090

no.,total energy (eV)
1,-8299.1721
2,-120111.7421
3,-87546.3006
4,-157041.4753